A structure of composition C19H23AsNO4RuS, computed with ωB97M-V/def2-TZVPD.

Values from the calculation:
- Kohn-Sham gap (spin up / spin down) (eV) = 5.844 / 6.657
- ΔE to the lowest compared entry with this formula, charge and spin (kJ/mol) = 259.51
- total charge = 0
- ⟨S²⟩ = 0.815
- multiplicity = 2

Geometry (Å):
H  -1.445  2.368  1.817
H  4.865  1.863  -1.676
C  -0.648  1.118  -2.446
C  2.338  -2.586  -1.547
C  -2.230  3.021  -1.847
H  5.653  -1.274  1.764
As  2.586  0.027  -0.348
C  -1.683  2.588  0.785
C  2.754  1.835  -1.151
O  -0.620  0.150  2.387
H  -2.986  4.234  1.206
C  -3.050  -4.244  2.910
H  4.624  -2.192  0.664
H  3.931  -1.458  2.118
H  -2.666  -4.236  0.801
O  0.059  0.211  -1.930
C  2.880  -1.197  -1.872
C  -2.794  -3.624  4.124
H  1.270  -2.512  -1.320
H  2.332  -0.784  -2.723
H  -2.412  3.129  -2.904
S  -0.931  -2.180  0.249
C  4.376  -0.044  0.537
H  -3.224  -4.010  5.035
Ru  0.217  -0.076  0.405
C  -1.376  2.016  -1.413
C  3.894  2.027  -2.146
H  5.129  0.081  -0.250
H  2.463  -3.260  -2.394
H  3.949  -1.235  -2.112
H  3.874  3.044  -2.535
O  0.367  -0.883  4.100
H  -3.679  -5.120  2.869
C  -2.544  3.617  0.439
C  -1.392  -2.012  3.008
C  -2.486  -3.756  1.751
C  4.659  -1.322  1.319
C  -1.968  -2.515  4.167
C  -2.824  3.838  -0.901
O  -0.785  1.381  -3.624
H  3.787  1.340  -2.984
H  -1.748  -2.026  5.104
C  -1.646  -2.636  1.781
H  2.847  -3.012  -0.680
N  -1.114  1.807  -0.127
H  4.438  0.819  1.209
H  2.848  2.541  -0.315
H  -3.496  4.628  -1.202
C  -0.436  -0.826  3.185
H  1.802  2.036  -1.650

An isolated molecule of C4H5N3, computed with ωB97M-V/def2-TZVPD.

Values from the calculation:
- Kohn-Sham gap (eV) = 10.304
- ΔE to the lowest compared entry with this formula, charge and spin (kJ/mol) = 308.66
- total charge = 0

Geometry (Å):
C  -1.592  0.051  1.235
H  1.810  -1.384  -2.439
C  1.193  -0.100  -0.924
H  1.834  0.909  -1.053
C  1.089  -1.105  -1.739
C  -0.717  1.093  1.618
N  0.110  0.218  -0.020
N  -0.955  -0.484  0.252
N  0.283  1.248  0.773
H  -1.063  1.967  2.274
H  0.446  -1.997  -1.725
H  -2.437  -0.417  1.748

A structure of composition C5H9CrO3, computed with ωB97M-V/def2-TZVPD.

Values from the calculation:
- Kohn-Sham gap (spin up / spin down) (eV) = 5.846 / 6.021
- ΔE to the lowest compared entry with this formula, charge and spin (kJ/mol) = 0.00
- total charge = 0
- ⟨S²⟩ = 8.754
- multiplicity = 6

Geometry (Å):
C  -2.180  -0.499  0.253
O  -1.320  0.447  -0.431
C  1.982  -2.146  -0.260
O  0.774  -0.253  0.729
H  2.607  -2.157  0.653
O  0.577  1.517  -0.608
H  -3.689  0.961  0.772
H  -2.084  -1.472  -0.238
H  -3.901  0.211  -0.840
C  -3.589  0.032  0.197
H  2.531  -1.628  -1.064
H  -1.826  -0.596  1.287
C  -0.036  0.503  -0.230
C  0.601  -1.574  -0.042
H  -4.260  -0.721  0.633
H  1.875  -3.190  -0.596
H  0.013  -2.187  0.663
Cr  2.246  1.177  0.525

An isolated molecule of C4H6O2, computed with ωB97M-V/def2-TZVPD.

Values from the calculation:
- Kohn-Sham gap (spin up / spin down) (eV) = 7.665 / 7.664
- ΔE to the lowest compared entry with this formula, charge and spin (kJ/mol) = 551.19
- total charge = 0

Geometry (Å):
O  -0.609  1.419  1.503
H  1.898  -1.841  -0.011
H  -0.307  -2.215  -0.762
H  -1.026  0.473  -1.615
H  0.104  1.254  2.141
C  -0.929  0.296  -0.551
H  -1.730  -0.249  -0.059
O  0.107  -1.376  -1.031
C  1.160  -1.048  -0.091
H  0.343  1.955  -0.275
C  1.172  0.120  0.511
C  -0.033  1.076  0.265

An isolated molecule of C5H8BrN3O2, computed with ωB97M-V/def2-TZVPD.

Values from the calculation:
- Kohn-Sham gap (eV) = 8.578
- ΔE to the lowest compared entry with this formula, charge and spin (kJ/mol) = 2.77
- total charge = 0

Geometry (Å):
H  0.424  -2.476  -0.812
C  -0.362  0.930  -1.227
O  -0.298  0.515  3.280
H  2.076  0.109  -2.267
H  2.426  -0.872  -0.755
N  -0.527  1.074  2.249
H  -1.266  -2.054  -0.385
H  -0.305  -2.622  0.954
C  2.066  0.068  -1.194
Br  -2.551  2.458  -0.255
C  -1.142  1.182  -0.126
C  -0.927  0.270  1.012
C  -0.260  -2.065  -0.014
H  2.347  1.080  -0.730
O  -0.499  2.272  2.058
N  0.253  -0.711  0.237
H  -0.230  1.418  -2.251
N  0.579  -0.119  -1.009
H  -1.804  -0.457  1.234

The ion C3H5N2OS with charge +1, computed with ωB97M-V/def2-TZVPD.

Values from the calculation:
- Kohn-Sham gap (eV) = 8.061
- ΔE to the lowest compared entry with this formula, charge and spin (kJ/mol) = 498.55
- total charge = +1

Geometry (Å):
H  0.455  1.419  -0.851
H  1.364  -0.748  -0.459
N  -1.084  0.797  -1.877
H  -0.081  -1.695  -0.808
O  -2.025  -2.518  -3.550
N  -1.835  -0.021  -2.306
C  -0.502  -0.073  0.583
H  -0.282  0.327  1.505
C  -0.296  0.683  -0.789
S  -2.530  -1.377  -2.838
C  0.317  -0.712  -0.459
H  -1.499  -0.546  0.622

A structure of composition C7H13N3O2S, computed with ωB97M-V/def2-TZVPD.

Values from the calculation:
- Kohn-Sham gap (eV) = 9.397
- ΔE to the lowest compared entry with this formula, charge and spin (kJ/mol) = 3.94
- total charge = 0

Geometry (Å):
C  1.441  -0.447  0.174
H  0.667  0.385  -1.689
C  -1.546  0.217  -0.472
C  0.597  -0.536  -1.101
H  2.038  1.800  -0.965
O  -3.484  -1.179  -0.068
H  0.978  0.180  0.952
H  2.774  1.900  0.689
H  3.692  -1.451  1.096
C  -2.944  0.045  -0.107
C  2.858  1.432  -0.310
H  -4.843  -1.063  1.471
H  0.947  -1.408  -1.690
C  3.729  -0.373  0.821
C  -4.832  -1.247  0.379
N  2.794  -0.015  -0.192
N  -3.551  1.162  0.136
H  4.763  -0.116  0.488
N  -1.122  1.444  -0.400
H  -5.465  -0.519  -0.197
H  -5.113  -2.269  0.151
H  3.469  0.203  1.762
H  3.830  1.724  -0.767
H  1.542  -1.461  0.595
O  -0.792  -0.796  -0.818
S  -2.426  2.387  0.063

A structure of composition F2KNO4S2, computed with ωB97M-V/def2-TZVPD.

Values from the calculation:
- Kohn-Sham gap (eV) = 9.546
- ΔE to the lowest compared entry with this formula, charge and spin (kJ/mol) = 224.72
- total charge = 0

Geometry (Å):
O  -2.000  0.124  1.367
S  -1.225  0.438  0.154
O  -0.558  1.716  -0.056
F  1.443  -0.915  -1.482
O  1.290  -2.391  0.315
F  -2.441  0.638  -0.849
S  0.864  -1.009  -0.006
K  1.857  2.064  0.484
O  1.525  0.154  0.660
N  -0.756  -0.820  -0.586

What is the formula in the fourth record? C4H6O2

total charge of number 5 (C5H8BrN3O2)? 0

Please write out number 6 again, unchanged.
The ion C3H5N2OS with charge +1, computed with ωB97M-V/def2-TZVPD.

Values from the calculation:
- Kohn-Sham gap (eV) = 8.061
- ΔE to the lowest compared entry with this formula, charge and spin (kJ/mol) = 498.55
- total charge = +1

Geometry (Å):
H  0.455  1.419  -0.851
H  1.364  -0.748  -0.459
N  -1.084  0.797  -1.877
H  -0.081  -1.695  -0.808
O  -2.025  -2.518  -3.550
N  -1.835  -0.021  -2.306
C  -0.502  -0.073  0.583
H  -0.282  0.327  1.505
C  -0.296  0.683  -0.789
S  -2.530  -1.377  -2.838
C  0.317  -0.712  -0.459
H  -1.499  -0.546  0.622

What is the ΔE to the lowest compared entry with this formula, charge and spin in the eighth record? 224.72 kJ/mol